Here is C32H42BeBrClK2N3O12 as an isolated structure at a distorted geometry from OMol25. Energies are from wB97M-V/def2-TZVPD.

CARTESIAN COORDINATES (ANGSTROEM)
C  -1.04136  4.34079  3.21647
C  -2.23372  3.43035  2.98655
C  -2.18678  2.05025  2.10277
C  -3.18684  0.78716  2.54901
C  -2.45482  -0.44802  3.34041
C  -1.45215  -1.28940  2.30923
O  -0.16252  -1.58012  2.59518
N  -3.81506  0.37274  1.20229
C  -3.92588  1.76044  0.53573
N  -5.03412  2.43065  0.07961
N  -2.44993  2.19158  0.58849
O  -1.68917  1.13094  0.16751
C  -0.53968  1.60273  -0.62967
C  0.89702  1.57661  0.21109
H  -0.71892  5.19568  2.47753
H  -0.39503  4.22969  4.20226
H  -3.24280  3.81754  3.49274
H  -1.13281  1.58961  2.41994
H  -4.07569  1.36693  3.04280
H  -3.21454  -1.19991  3.84071
H  -1.78356  0.02750  4.19485
H  -1.87336  -1.71042  1.27823
H  -4.77249  -0.05105  1.28606
H  -5.69909  2.81898  0.81440
H  -5.32718  2.52990  -0.92626
H  -0.41807  0.86593  -1.55812
H  -0.80458  2.70219  -0.99424
H  0.75947  1.83532  1.35108
H  1.44555  0.53702  0.15605
H  1.57429  2.44084  -0.23925
C  -7.01233  7.05338  -0.52279
C  -6.47542  6.37096  -1.76439
C  -7.54161  5.86214  -2.68670
O  -6.87876  4.80535  -3.35989
C  -5.91997  4.34457  -2.50212
O  -5.27695  3.32220  -2.66752
O  -5.77946  5.18123  -1.42882
H  -6.21052  7.20924  0.20618
H  -7.45828  8.02225  -0.76975
H  -7.77079  6.43797  -0.02693
H  -5.77269  7.03411  -2.28370
H  -7.88038  6.62159  -3.39654
H  -8.41094  5.44627  -2.16469
C  -0.48941  -1.36379  -3.53734
C  0.61149  -2.30230  -3.06957
C  0.03649  -3.57070  -2.45969
O  1.41940  -1.63728  -2.10182
H  -1.12356  -1.05472  -2.69882
H  -0.06103  -0.44997  -3.96272
H  -1.11941  -1.84085  -4.29456
H  1.25862  -2.56084  -3.91472
H  -0.57909  -3.33991  -1.58288
H  0.83992  -4.23113  -2.11627
H  -0.57779  -4.11393  -3.18455
H  0.85305  -1.40386  -1.34760
C  -5.02468  5.34310  -5.59433
O  -5.35393  4.47275  -6.38544
O  -4.14457  5.22773  -4.73361
O  -5.52060  6.47394  -5.53196
K  -1.11094  -2.01384  -0.36472
C  3.45534  -1.84996  3.72652
C  2.45781  -2.16939  2.80570
C  2.67802  -3.16839  1.85609
C  3.90478  -3.84231  1.81915
C  4.91087  -3.50589  2.72399
C  4.68157  -2.51520  3.68766
C  6.22611  -4.17553  2.66238
O  7.10922  -3.88308  3.45914
C  6.46439  -5.19568  1.62190
C  7.72533  -5.79694  1.51534
C  7.95524  -6.77233  0.54267
C  6.92700  -7.15586  -0.31785
C  5.67152  -6.55456  -0.21760
C  5.44299  -5.56539  0.74813
C  4.12232  -4.90994  0.82275
O  3.21945  -5.24313  0.06380
H  3.28045  -1.07779  4.47250
H  1.50670  -1.64206  2.82791
H  1.89279  -3.41603  1.14371
H  5.45752  -2.25669  4.40607
H  8.53262  -5.50549  2.18537
H  8.93660  -7.23416  0.45827
H  7.10371  -7.92080  -1.07089
H  4.87502  -6.85562  -0.89607
K  -8.31094  6.97687  -5.01830
Br  -2.31094  4.44981  0.11347
Be  4.88906  -6.58042  -2.86560
Cl  -7.71094  6.47820  1.83785
C  9.44547  -2.60446  -0.20664
O  9.69386  -3.98487  -0.39933
H  10.16929  -2.02865  -0.78820
H  8.43497  -2.36423  -0.54605
H  9.55387  -2.35818  0.85253
H  9.03688  -4.46996  0.12841

- total energy (Eh) = -6559.38853
- net charge = +1